DFT (wB97M-V/def2-TZVPD) results for a 8-piece molecular cluster, C64H140N5O5P overall.

Each line ends with the Löwdin charge.
Positions of all 215 atoms, in Å:
C  -5.325  -5.359  4.703  -0.1095
C  -6.815  -5.487  4.925  -0.2401
C  -7.216  -5.225  6.422  -0.1956
C  -8.686  -5.466  6.754  -0.0700
N  -9.030  -5.360  8.352  -0.2460
C  -8.727  -3.945  8.807  -0.0933
C  -9.873  -3.512  9.750  -0.1448
C  -10.699  -4.740  9.975  -0.1395
C  -10.514  -5.548  8.624  -0.0675
C  -8.172  -6.429  8.998  0.0330
H  -5.077  -5.513  3.653  0.0850
H  -4.753  -6.091  5.274  0.0788
H  -5.037  -4.354  5.012  0.0740
H  -7.074  -6.522  4.706  0.1116
H  -7.372  -4.856  4.232  0.1147
H  -7.029  -4.177  6.652  0.1040
H  -6.531  -5.753  7.085  0.1027
H  -8.910  -6.505  6.513  0.1275
H  -9.388  -4.839  6.203  0.1341
H  -7.688  -3.962  9.138  0.1306
H  -8.628  -3.269  7.958  0.1230
H  -9.482  -3.134  10.695  0.1242
H  -10.508  -2.728  9.338  0.1242
H  -10.514  -5.352  10.858  0.1215
H  -11.743  -4.424  9.963  0.1228
H  -10.812  -6.585  8.778  0.1369
H  -11.047  -5.160  7.756  0.1338
H  -7.123  -6.140  8.934  0.0974
H  -8.407  -7.380  8.520  0.1171
H  -8.555  -6.488  10.017  0.1096
C  -7.080  2.616  -0.994  -0.0855
C  -7.200  3.435  -2.283  -0.2464
C  -7.678  4.873  -2.085  -0.2092
C  -9.037  4.929  -1.470  -0.0989
N  -9.701  6.363  -1.524  -0.2278
C  -9.071  7.320  -0.441  -0.0899
C  -9.799  7.287  0.908  -0.1317
C  -10.903  6.270  0.615  -0.1306
C  -11.085  6.246  -0.911  -0.0926
C  -9.637  7.015  -2.924  0.0451
H  -6.196  3.007  -0.490  0.0786
H  -6.930  1.538  -1.068  0.0855
H  -7.989  2.771  -0.414  0.0575
H  -7.865  2.960  -3.004  0.1152
H  -6.208  3.440  -2.733  0.1147
H  -7.624  5.362  -3.058  0.1104
H  -6.870  5.354  -1.534  0.1186
H  -9.045  4.535  -0.454  0.1218
H  -9.751  4.319  -2.023  0.1402
H  -9.058  8.308  -0.899  0.1261
H  -8.034  7.003  -0.334  0.1163
H  -10.140  8.297  1.139  0.1219
H  -9.032  7.016  1.633  0.1182
H  -11.844  6.536  1.096  0.1300
H  -10.550  5.288  0.927  0.1117
H  -11.635  7.125  -1.247  0.1404
H  -11.446  5.334  -1.387  0.1361
H  -10.305  7.873  -3.000  0.1130
H  -9.873  6.123  -3.504  0.1095
H  -8.648  7.302  -3.282  0.1019
C  0.261  7.453  3.743  -0.1014
C  -1.042  8.132  3.185  -0.2107
C  -0.909  9.704  3.136  -0.1741
C  -2.170  10.480  2.845  -0.1256
N  -2.015  12.030  2.834  -0.2169
C  -1.964  12.767  4.256  -0.0677
C  -3.294  13.350  4.595  -0.1512
C  -4.282  12.804  3.532  -0.1109
C  -3.332  12.625  2.284  -0.0879
C  -0.792  12.398  1.984  0.0160
H  0.268  6.367  3.834  0.0734
H  0.553  7.864  4.709  0.0718
H  1.112  7.634  3.087  0.0673
H  -1.855  7.779  3.819  0.0989
H  -1.284  7.604  2.262  0.1022
H  -0.228  9.930  2.315  0.1093
H  -0.645  10.159  4.090  0.1168
H  -2.914  10.360  3.632  0.1333
H  -2.553  10.268  1.847  0.1309
H  -1.177  13.514  4.157  0.1306
H  -1.560  12.006  4.924  0.1254
H  -3.139  14.428  4.557  0.1269
H  -3.590  13.119  5.618  0.1286
H  -5.095  13.512  3.372  0.1255
H  -4.641  11.815  3.817  0.1063
H  -3.235  13.585  1.777  0.1377
H  -3.820  11.912  1.619  0.1196
H  -0.896  13.459  1.758  0.1058
H  -0.846  11.899  1.016  0.1100
H  0.154  12.193  2.485  0.1102
C  -0.953  -0.783  7.730  -0.1050
C  0.438  -1.079  8.251  -0.2560
C  1.044  -2.367  7.632  -0.1849
C  2.116  -3.005  8.499  -0.1203
N  2.998  -4.148  7.981  -0.2546
C  2.169  -5.315  7.366  -0.0148
C  3.242  -6.541  7.422  -0.1243
C  4.199  -6.223  8.490  -0.1806
C  3.855  -4.812  9.078  -0.0758
C  4.050  -3.584  6.976  0.0501
H  -0.871  -0.039  6.937  0.0772
H  -1.558  -0.313  8.505  0.0760
H  -1.405  -1.705  7.364  0.0707
H  0.354  -1.116  9.338  0.1082
H  1.068  -0.201  8.104  0.1124
H  1.367  -2.123  6.620  0.1219
H  0.204  -3.055  7.534  0.1037
H  1.513  -3.567  9.213  0.1305
H  2.800  -2.258  8.900  0.1430
H  1.880  -4.969  6.373  0.1282
H  1.253  -5.452  7.940  0.1264
H  3.855  -6.637  6.526  0.1194
H  2.724  -7.467  7.675  0.1209
H  5.250  -6.127  8.217  0.1190
H  4.176  -6.929  9.320  0.1255
H  4.784  -4.286  9.297  0.1336
H  3.190  -4.867  9.939  0.1294
H  4.677  -4.380  6.575  0.1104
H  4.600  -2.765  7.439  0.1093
H  3.508  -3.055  6.193  0.1005
C  6.881  8.261  -2.691  -0.1036
C  5.372  8.246  -2.518  -0.2527
C  4.664  6.904  -2.834  -0.1589
C  4.648  6.497  -4.385  -0.0473
N  4.024  5.026  -4.557  -0.2464
C  2.771  4.740  -3.720  -0.0993
C  1.796  5.659  -4.426  -0.1799
C  1.987  5.449  -5.916  -0.1272
C  3.455  4.940  -6.035  -0.0401
C  5.137  3.997  -4.236  0.0448
H  7.213  9.006  -3.414  0.0770
H  7.288  7.298  -3.001  0.0719
H  7.420  8.577  -1.798  0.0769
H  4.887  9.079  -3.027  0.1073
H  5.228  8.543  -1.480  0.1041
H  3.603  7.043  -2.630  0.0906
H  5.067  6.124  -2.188  0.1128
H  5.621  6.513  -4.877  0.1258
H  3.957  7.140  -4.928  0.1157
H  2.530  3.706  -3.967  0.1410
H  2.977  4.740  -2.650  0.1360
H  0.781  5.358  -4.166  0.1247
H  1.946  6.684  -4.086  0.1065
H  1.277  4.721  -6.309  0.1269
H  1.921  6.440  -6.365  0.1198
H  3.411  3.882  -6.291  0.1311
H  4.127  5.606  -6.576  0.1289
H  6.114  4.173  -4.686  0.1115
H  4.617  3.121  -4.623  0.0990
H  5.210  3.857  -3.157  0.1031
C  3.933  -8.563  -2.509  -0.0892
C  5.263  -7.946  -2.956  -0.2932
C  5.505  -7.872  -4.456  -0.2085
C  7.028  -7.311  -4.691  -0.2170
P  7.415  -7.003  -6.467  0.9908
C  7.184  -8.425  -7.561  -0.2589
C  7.900  -8.361  -8.956  -0.2179
C  7.537  -9.534  -10.008  -0.1850
C  7.982  -10.921  -9.377  -0.1004
C  6.282  -5.662  -6.975  -0.2443
C  6.282  -5.319  -8.519  -0.2066
C  5.435  -4.011  -8.811  -0.2162
C  3.914  -4.043  -8.433  -0.0885
C  9.098  -6.469  -6.686  -0.2773
C  9.535  -5.333  -5.725  -0.2229
C  9.542  -3.893  -6.422  -0.2312
C  10.837  -3.570  -7.224  -0.0949
H  3.093  -8.292  -3.149  0.0816
H  3.698  -8.127  -1.538  0.0745
H  4.147  -9.628  -2.595  0.0774
H  6.137  -8.294  -2.405  0.1077
H  5.164  -6.919  -2.606  0.1059
H  4.681  -7.356  -4.950  0.1054
H  5.371  -8.802  -5.009  0.1041
H  7.744  -8.080  -4.400  0.0935
H  7.159  -6.418  -4.080  0.0886
H  6.099  -8.519  -7.504  0.1005
H  7.490  -9.369  -7.110  0.0925
H  8.966  -8.328  -8.730  0.0945
H  7.655  -7.505  -9.585  0.0820
H  7.928  -9.336  -11.006  0.1027
H  6.450  -9.510  -10.089  0.1020
H  7.466  -11.212  -8.463  0.0622
H  9.052  -11.053  -9.215  0.0682
H  7.740  -11.641  -10.159  0.0666
H  6.611  -4.900  -6.268  0.0957
H  5.275  -5.984  -6.711  0.0828
H  5.761  -6.140  -9.011  0.1079
H  7.303  -5.275  -8.897  0.0888
H  5.447  -3.968  -9.900  0.0964
H  5.974  -3.157  -8.399  0.0936
H  3.442  -3.081  -8.231  0.0670
H  3.740  -4.667  -7.556  0.0554
H  3.194  -4.530  -9.090  0.0780
H  9.227  -6.125  -7.713  0.0886
H  9.853  -7.245  -6.564  0.1100
H  10.499  -5.504  -5.247  0.1048
H  9.138  -5.296  -4.711  0.0918
H  9.507  -3.167  -5.610  0.0961
H  8.640  -3.743  -7.014  0.0821
H  10.836  -2.583  -7.688  0.0724
H  10.953  -4.319  -8.008  0.0635
H  11.688  -3.723  -6.561  0.0727
C  1.275  -3.011  -1.698  -0.0618
C  2.453  -2.257  -0.998  -0.8770
O  2.190  -1.586  0.020  -0.1354
O  3.511  -2.575  -1.455  -0.0629
H  1.143  -2.632  -2.712  0.0444
H  0.358  -2.825  -1.138  0.0416
H  1.503  -4.063  -1.871  0.0515
O  -1.058  -7.133  -6.708  0.0620
C  -0.626  -8.215  -7.315  -0.9330
O  0.554  -8.558  -7.207  -0.0951
O  -1.351  -8.905  -8.111  -0.1109
H  -0.316  -7.062  -6.103  0.0803

Results
Energy relative to the best compared isomer or geometry (same formula, charge and spin): 552.5 kJ/mol
LUMO level: -0.223 Eh
Total charge: +4
Highest occupied orbital energy: -7.662 eV